No. 1
# C22H35NO3P2RuS

A molecular structure, C22H35NO3P2RuS (ωB97M-V/def2-TZVPD, the Open Molecules 2025 dataset).

Output
HOMO (alpha / beta) = -0.5046 / -0.5045 Eh
HOMO-LUMO gap (alpha / beta) = 0.2676 / 0.1147 Eh

ORCA input file:
```
! RIJCOSX wB97M-V def2-TZVPD def2/J DEFGRID3
* xyz 2 5
Ru -0.00145 -0.00486 -0.45906
S 1.25173 1.74782 2.02860
P 0.03417 -1.46438 -5.91310
P 0.10141 1.79526 -5.75651
O 2.27070 0.75500 2.25827
O 1.60609 2.98225 1.37088
O -2.33226 0.53153 1.67378
N -0.12903 1.07647 1.31162
C -1.27804 1.02331 2.09301
C -1.25037 2.14495 5.76929
C 1.71843 -2.05679 -6.38180
C -0.69019 1.53435 -1.82145
C -1.55959 0.89247 -2.88648
C 1.26958 -0.49472 -3.11553
C -1.85372 -0.61775 -2.70995
C 0.71867 1.59542 -1.78518
C 0.35297 2.01345 3.52384
C 0.37968 0.90276 -7.37679
C -1.78677 1.68744 4.55963
C 1.19355 3.20408 -6.20402
C -1.05052 -2.86458 -6.35756
C -0.85168 -1.34572 -1.86799
C 1.63419 0.96527 -2.79814
C 0.09562 2.52832 5.84842
C -1.57531 2.48231 -6.15892
C 0.55995 -1.24608 -2.02571
C -0.96534 1.59965 3.42482
C 0.26018 -1.59486 0.75849
C 0.91062 2.47141 4.71517
C -0.32945 -0.44019 -7.42328
H -2.52795 1.41836 -2.84922
H 2.66535 0.98420 -2.41416
H -2.83363 1.40841 4.46947
H -1.88016 3.19864 -5.38360
H 1.46733 0.77277 -7.47803
H 1.64767 1.55740 -3.73257
H -1.21842 -2.23724 -1.35385
H 2.06813 -2.79664 -5.64867
H -2.31573 1.66844 -6.16635
H -1.17232 1.08147 -3.90710
H -1.87826 2.19951 6.66161
H 2.20862 2.80254 -6.32996
H 2.19722 -1.03534 -3.34232
H 1.05246 -1.31992 1.46916
H 2.43157 -1.21922 -6.36432
H 0.47421 -2.53761 0.24077
H -0.70522 -1.64990 1.28412
H -1.97851 -1.09535 -3.69444
H 1.20829 3.94492 -5.39410
H 0.85488 3.66211 -7.14292
H -1.21132 2.27000 -1.19713
H 1.70051 -2.50606 -7.38751
H -0.76541 -3.25207 -7.34406
H 1.96126 2.76177 4.73237
H 0.02511 1.56955 -8.17738
H -0.01648 -1.03511 -8.29560
H 1.16856 2.38919 -1.17429
H -1.56686 2.97925 -7.14105
H -1.42081 -0.30527 -7.45804
H -2.83874 -0.70441 -2.22885
H 1.14170 -2.04365 -1.55968
H 0.68236 -0.50349 -4.05697
H -0.98002 -3.64588 -5.58930
H 0.50480 2.87586 6.79489
H -2.08142 -2.48432 -6.38207
*
```

In the natural (NBO) picture, each atom carries the following charge in e:
1 Ru 0.90
2 S 2.28
3 P 1.17
4 P 0.95
5 O -0.88
6 O -0.88
7 O -0.54
8 N -0.88
9 C 0.60
10 C -0.24
11 C -0.96
12 C -0.31
13 C -0.44
14 C -0.45
15 C -0.44
16 C -0.24
17 C -0.29
18 C -0.72
19 C 0.03
20 C -0.94
21 C -0.96
22 C -0.19
23 C -0.43
24 C -0.02
25 C -0.94
26 C -0.30
27 C 0.04
28 C -0.86
29 C -0.02
30 C -0.72
31 H 0.24
32 H 0.24
33 H 0.27
34 H 0.26
35 H 0.24
36 H 0.23
37 H 0.25
38 H 0.26
39 H 0.24
40 H 0.21
41 H 0.27
42 H 0.25
43 H 0.24
44 H 0.23
45 H 0.26
46 H 0.21
47 H 0.22
48 H 0.22
49 H 0.25
50 H 0.25
51 H 0.25
52 H 0.27
53 H 0.27
54 H 0.27
55 H 0.26
56 H 0.26
57 H 0.26
58 H 0.25
59 H 0.24
60 H 0.24
61 H 0.26
62 H 0.21
63 H 0.26
64 H 0.26
65 H 0.26

No. 2
# C31H43F4N2O2PRbS

A molecular structure, C31H43F4N2O2PRbS (ωB97M-V/def2-TZVPD, the Open Molecules 2025 dataset).

Output
HOMO = -0.1342 Eh
HOMO-LUMO gap = 0.2011 Eh

ORCA input file:
```
! RIJCOSX wB97M-V def2-TZVPD def2/J DEFGRID3
* xyz -1 1
Rb -0.16075 0.21582 2.44601
S -2.36815 -0.27338 -2.44739
P 2.23235 -2.23878 1.89321
F -1.23985 4.95382 5.85911
F -0.89595 0.25862 4.83631
F 0.19395 -0.13318 7.27221
F -0.19315 4.46602 8.23191
O -1.21835 0.18512 -1.67489
O 1.38035 -1.55378 2.90421
N -2.14695 2.98762 0.97491
N -1.28935 2.71432 3.84111
C -0.82945 3.66502 6.10621
C -0.11395 1.13022 6.88461
C 2.27915 -4.00718 -0.93559
C -3.58515 3.12142 1.10551
C -1.94895 2.99072 -4.00329
C 0.23075 3.97672 -3.84999
C 1.60085 -2.45318 -5.25019
C 0.38615 -2.79648 -5.82139
C -0.63225 1.34642 5.63721
C 0.83845 -3.76268 -0.49299
C -0.00045 1.59742 -4.04589
C 0.46255 -1.75438 -3.25869
C -0.78815 -2.64468 -5.10349
C -1.67225 3.97042 3.26211
C -1.14725 4.11132 -3.88989
C -1.38445 1.72362 -4.08739
C -0.31375 3.42702 7.35821
C 4.00235 -1.86138 2.66281
C 1.63405 -1.91648 -3.97299
C -1.98685 -2.03418 -2.97599
C -0.95085 2.63772 5.10101
C 0.80115 2.71822 -3.92479
C 2.76525 -1.06138 0.46901
C 0.71895 -2.88488 0.76531
C 2.58755 -4.05858 2.37681
C -2.23225 0.51022 -4.16919
C -0.75745 -2.15158 -3.80269
C -1.76905 3.10472 -0.41859
C 0.11465 -5.10048 -0.32599
C 0.09295 2.17122 7.78401
C -1.43125 3.98962 1.75081
H 3.70985 -1.40928 0.05261
H -0.36245 3.82422 1.58251
H 1.87425 2.60392 -3.89029
H 3.54075 -4.40598 1.98491
H -0.69175 2.99922 -0.52599
H 0.11055 -3.40488 1.51521
H -1.68185 5.00702 1.38581
H 2.30305 -4.58638 -1.86049
H -3.94175 4.13522 0.84501
H -2.73225 4.17662 3.46901
H -3.87565 2.89232 2.12641
H 2.52095 -2.59968 -5.80049
H 0.34105 -3.24978 -1.32529
H 0.85555 4.85192 -3.75499
H 0.48465 -1.30568 -2.27609
H -4.06965 2.40622 0.44041
H -1.81195 -0.22988 -4.84419
H 2.82605 -4.54588 -0.17049
H 2.78155 -3.06498 -1.11959
H -2.87675 -2.39268 -3.48919
H 0.15005 -1.97248 0.50931
H 0.09755 -5.64488 -1.27139
H 1.80585 -4.75918 2.09971
H 2.57515 -1.63518 -3.52319
H 0.61275 -5.71918 0.41761
H -0.91495 -4.94188 -0.00759
H 4.15205 -0.78328 2.74731
H 0.35185 -3.19118 -6.82729
H -2.06705 4.07602 -0.85549
H 4.03115 -2.26238 3.67581
H 2.65915 -4.02458 3.46161
H 0.52385 2.00862 8.75511
H -1.87005 -2.56368 -2.02849
H 2.94645 -0.08318 0.92531
H -1.09735 4.81942 3.65811
H -3.02415 3.09492 -4.02179
H -1.73375 -2.92898 -5.54849
H -1.59685 5.09342 -3.82929
H -2.24445 2.31142 -0.98929
H -3.26035 0.73742 -4.44469
H 0.45025 0.61722 -4.10239
H 2.03395 -0.95548 -0.33099
H 4.84925 -2.28088 2.11431
*
```

In the Mulliken picture, each atom carries the following charge in e:
1 Rb 0.90
2 S 0.31
3 P 1.45
4 F -0.36
5 F -0.40
6 F -0.33
7 F -0.34
8 O -0.45
9 O -0.91
10 N 0.47
11 N -0.16
12 C 0.39
13 C 0.18
14 C -1.61
15 C -1.17
16 C -0.45
17 C -0.41
18 C -0.71
19 C -0.61
20 C -0.13
21 C 3.33
22 C 0.28
23 C -0.30
24 C -0.26
25 C -0.94
26 C -0.59
27 C 0.20
28 C 0.21
29 C -1.56
30 C -0.77
31 C -1.07
32 C 0.44
33 C -0.78
34 C -1.20
35 C -1.02
36 C -1.55
37 C -1.02
38 C 0.72
39 C -0.78
40 C -1.95
41 C -0.68
42 C -0.82
43 H 0.24
44 H 0.36
45 H 0.42
46 H 0.25
47 H 0.40
48 H 0.66
49 H 0.35
50 H 0.53
51 H 0.35
52 H 0.34
53 H 0.28
54 H 0.43
55 H -1.69
56 H 0.39
57 H 0.63
58 H 0.33
59 H 0.37
60 H 0.31
61 H 0.14
62 H 0.49
63 H -0.44
64 H 0.43
65 H 0.39
66 H 0.48
67 H 0.41
68 H 0.42
69 H 0.37
70 H 0.39
71 H 0.39
72 H 0.45
73 H 0.53
74 H 0.46
75 H 0.25
76 H 0.54
77 H 0.42
78 H 0.34
79 H 0.42
80 H 0.39
81 H -0.14
82 H 0.58
83 H 0.32
84 H 0.08
85 H 0.36

No. 3
# C22H25N6Ru

A molecular structure, C22H25N6Ru (ωB97M-V/def2-TZVPD, the Open Molecules 2025 dataset).

Output
HOMO (alpha / beta) = -0.4955 / -0.5253 Eh
HOMO-LUMO gap (alpha / beta) = 0.2762 / 0.2385 Eh

ORCA input file:
```
! RIJCOSX wB97M-V def2-TZVPD def2/J DEFGRID3
* xyz 2 6
Ru -0.20663 0.44115 0.26927
N 0.12905 2.83254 0.44519
N -0.49534 0.03723 -2.05996
N -0.47363 -1.76144 -0.10020
N -2.38873 1.48871 -0.11324
N 1.16764 -0.71633 1.76892
N -1.61582 0.21638 2.29975
C -2.64120 -2.54197 -3.60791
C -0.35393 0.87634 -3.06524
C -0.88722 0.65169 -4.34581
C -2.27965 2.95815 -0.02057
C -2.81111 -3.37642 -2.53789
C -2.94530 0.84694 2.20806
C 0.99483 -4.85533 1.33934
C 1.77276 -2.90744 2.55038
C 0.27163 -4.03243 0.47170
C -2.11388 -3.15196 -1.33491
C -1.19170 -1.11633 -2.26188
C -1.25653 -2.07509 -1.19550
C 1.04953 -2.06684 1.69060
C -3.40176 0.87696 0.76354
C 1.70876 -4.31777 2.38102
C 0.20980 -2.64097 0.65377
C -1.82953 -1.38552 -3.48352
C 2.69868 -0.95272 3.59880
C 1.96713 -0.19085 2.67897
C -1.64408 -0.46969 -4.54413
C -1.15374 3.41800 0.89029
C 2.59596 -2.31604 3.53168
H -2.63323 1.25468 -1.06803
H -3.56286 -0.14381 0.40826
H -0.70968 1.37173 -5.13104
H -3.47154 -4.22971 -2.60194
H 0.99470 -5.92187 1.16422
H -2.10714 -0.67253 -5.50165
H -3.69050 0.32424 2.81043
H 2.04640 0.89022 2.68850
H 3.33122 -0.45854 4.32135
H 2.27199 -4.95022 3.05470
H -2.30139 -3.81720 -0.50475
H -3.22283 3.40385 0.30887
H -1.31742 3.09483 1.91692
H 3.15128 -2.95280 4.20883
H -1.71208 -0.79333 2.36264
H -1.14716 0.49742 3.15482
H -4.35906 1.40292 0.69304
H 0.39763 3.24313 -0.44607
H -2.87921 1.85668 2.61112
H -3.14161 -2.73072 -4.54862
H -2.09056 3.34280 -1.02596
H 0.87118 3.10044 1.08454
H -0.20935 -4.49611 -0.37346
H 0.20136 1.78651 -2.86736
H -1.12224 4.50947 0.89323
*
```

In the natural (NBO) picture, each atom carries the following charge in e:
1 Ru 1.33
2 N -0.87
3 N -0.53
4 N -0.45
5 N -0.65
6 N -0.54
7 N -0.86
8 C -0.14
9 C 0.09
10 C -0.26
11 C -0.25
12 C -0.19
13 C -0.24
14 C -0.20
15 C -0.11
16 C -0.15
17 C -0.18
18 C 0.22
19 C 0.08
20 C 0.24
21 C -0.23
22 C -0.09
23 C 0.11
24 C -0.11
25 C -0.24
26 C 0.09
27 C -0.08
28 C -0.23
29 C -0.08
30 H 0.40
31 H 0.21
32 H 0.25
33 H 0.25
34 H 0.25
35 H 0.24
36 H 0.22
37 H 0.21
38 H 0.26
39 H 0.24
40 H 0.23
41 H 0.22
42 H 0.20
43 H 0.25
44 H 0.39
45 H 0.39
46 H 0.21
47 H 0.39
48 H 0.20
49 H 0.24
50 H 0.21
51 H 0.40
52 H 0.24
53 H 0.20
54 H 0.22

No. 4
# C4H7N6O2

A gas-phase ion, C4H7N6O2 (charge +1) (ωB97M-V/def2-TZVPD, the Open Molecules 2025 dataset).

Output
HOMO = -0.4719 Eh
structure (SMILES) = NC(N)=NC(=O)N/C=N/C=[N+]=O
HOMO-LUMO gap = 0.2371 Eh

ORCA input file:
```
! RIJCOSX wB97M-V def2-TZVPD def2/J DEFGRID3
* xyz 1 1
O 0.29778 -0.87681 -0.35422
O 1.69187 0.47029 -5.14151
N 1.12873 0.91298 -4.26313
N 0.29979 1.14783 -2.11936
N -0.67622 -0.28189 1.68425
N -0.65836 -1.52323 3.61546
N -0.86442 1.13749 -0.16548
N 1.06357 -1.77503 2.10842
C -0.10823 -1.22540 2.38332
C -0.34849 -0.14170 0.40132
C -0.58066 1.69425 -1.32862
C 0.54558 1.60184 -3.43298
H -0.31545 -2.29420 4.14042
H -1.55421 1.51712 0.50614
H -0.04396 2.28248 -4.05874
H 1.13815 -1.83449 1.06690
H -1.18851 2.69327 -1.66868
H 1.39915 -2.66207 2.51244
H -1.22609 -0.84274 4.11405
*
```

In the natural (NBO) picture, each atom carries the following charge in e:
1 O -0.62
2 O 0.00
3 N 0.38
4 N -0.52
5 N -0.66
6 N -0.78
7 N -0.59
8 N -0.78
9 C 0.67
10 C 0.78
11 C 0.37
12 C 0.16
13 H 0.40
14 H 0.45
15 H 0.28
16 H 0.43
17 H 0.20
18 H 0.41
19 H 0.42

No. 5
# C4H6ClN

A single C4H6ClN molecule (ωB97M-V/def2-TZVPD, the Open Molecules 2025 dataset).

Output
HOMO = -0.3445 Eh
structure (SMILES) = C#C[C@@H](Cl)CN
HOMO-LUMO gap = 0.3773 Eh

ORCA input file:
```
! RIJCOSX wB97M-V def2-TZVPD def2/J DEFGRID3
* xyz 0 1
Cl -1.93816 0.11384 -0.00750
N 1.68852 -1.42864 0.18028
C 0.42758 -1.13115 -0.49437
C 1.57829 1.84903 -0.08892
C -0.24274 -0.06004 0.30110
C 0.62994 1.15946 0.07133
H 0.66327 -0.71428 -1.52211
H -0.12399 -0.29060 1.38125
H -0.17952 -2.03254 -0.52810
H 1.59965 -1.60223 1.17670
H 2.44779 -0.73178 -0.04350
H 2.36353 2.53286 -0.33356
*
```

In the natural (NBO) picture, each atom carries the following charge in e:
1 Cl -0.01
2 N -0.85
3 C -0.23
4 C -0.25
5 C -0.30
6 C 0.00
7 H 0.21
8 H 0.23
9 H 0.21
10 H 0.36
11 H 0.38
12 H 0.24

These records have relative energy (zero: lowest compared OMol25 entry of this formula, charge and spin) values of 0.000; 1.537; 0.000; 2.056; 2.041 eV, in the order they appear.
These records have DFT total energy values of -2314.75791; -2630.09120; -1276.25185; -635.26705; -670.87357 hartree, in the order they appear.